The following is a DFT calculation (ωB97M-V with the def2-TZVPD basis set) of C29H32CrN5S2Si as an isolated structure at a distorted geometry.

XYZ file:
```
70
Properties=species:S:1:pos:R:3:forces:R:3
Cr 0.05525 0.11473 -0.24187 1.0 0.8 -1.3
C -1.33052 5.29614 -1.22633 0.0 -0.1 0.0
S -2.09773 4.50385 0.19712 0.0 0.0 0.0
C -1.43114 2.89045 0.14332 0.1 -0.2 0.2
S -0.47464 2.33871 -1.16928 0.0 -0.2 0.2
N -1.72532 2.21195 1.23091 0.1 0.1 -0.2
N -1.20520 0.94817 1.21636 -0.5 0.3 0.1
C -1.21950 0.33780 2.33470 0.0 -0.3 0.3
C -0.67814 -1.02031 2.36933 -0.2 0.2 0.0
C -0.88932 -1.84108 3.46093 -0.1 0.0 0.2
C -0.52001 -3.17320 3.38361 -0.1 0.0 0.1
C 0.03320 -3.63240 2.20596 0.0 0.0 0.0
C 0.23610 -2.74143 1.16421 0.1 0.1 0.0
N -0.07457 -1.44684 1.24195 0.1 -0.1 0.3
H -1.77398 6.28941 -1.27931 0.0 0.0 0.0
H -1.54405 4.74516 -2.13846 0.0 0.0 0.0
H -0.25560 5.37809 -1.08378 0.0 0.0 0.0
H -1.65089 0.81722 3.20843 0.0 -0.1 0.1
H -1.37009 -1.42925 4.33924 0.0 -0.1 0.0
H -0.69217 -3.84569 4.21380 0.0 0.0 0.0
H 0.30673 -4.66959 2.07583 0.0 0.0 0.0
H 0.65926 -3.08048 0.23090 0.0 0.0 0.0
N 1.50524 1.30831 1.00284 0.0 -0.4 0.1
C 2.69083 0.53278 1.22762 -0.1 0.2 0.1
C 3.05984 0.18521 2.51840 -0.1 -0.1 0.1
C 4.19261 -0.58499 2.73713 0.0 0.0 0.0
C 4.95038 -1.00743 1.65473 0.0 0.0 -0.1
C 4.56540 -0.66071 0.36637 0.0 0.0 0.0
C 3.43561 0.12197 0.12534 0.0 -0.1 -0.1
C 3.00408 0.46688 -1.25350 0.0 -0.1 0.0
C 3.98886 0.73972 -2.20994 0.0 0.0 0.0
C 3.65240 0.95193 -3.53269 -0.1 0.0 0.0
C 2.31613 0.87143 -3.91024 0.0 0.0 0.1
C 1.34237 0.61137 -2.95943 0.0 0.1 0.0
C 1.64523 0.41752 -1.60526 0.1 -0.2 0.0
H 1.14961 1.67264 1.87929 0.0 0.1 0.0
H 1.66852 2.08400 0.36504 0.0 0.0 -0.1
H 2.45736 0.52253 3.35700 0.0 0.0 0.0
H 4.48285 -0.84518 3.74716 0.0 0.0 0.0
H 5.83880 -1.60656 1.81065 0.0 0.0 0.0
H 5.13224 -1.02466 -0.48201 0.0 0.0 0.0
H 5.02830 0.79961 -1.90548 0.0 0.0 0.0
H 4.42093 1.17805 -4.26128 0.0 0.0 0.0
H 2.03130 1.01434 -4.94635 0.0 0.0 0.0
H 0.30862 0.54884 -3.28259 0.0 0.0 0.0
C -3.06748 -1.93746 0.02607 -0.1 -0.1 0.1
Si -2.40212 -1.27981 -1.61202 0.0 0.0 0.1
C -3.14937 0.42291 -1.81276 -0.1 0.1 0.0
C -3.25308 -2.31468 -2.92534 0.1 -0.2 -0.1
N -0.65990 -1.22832 -1.57551 -0.2 0.0 0.0
C 0.18501 -2.15075 -2.20970 -0.1 0.1 0.1
C 1.47049 -2.45703 -1.71791 0.0 -0.1 0.0
C 2.29410 -3.39776 -2.31613 0.0 0.0 0.0
C 1.89282 -4.07811 -3.45650 0.0 0.0 0.0
C 0.65701 -3.75528 -3.99835 0.0 0.0 0.0
C -0.16484 -2.81055 -3.40202 0.0 0.1 0.0
H -4.12638 -2.19286 -0.08629 0.0 0.0 0.0
H -3.00087 -1.18278 0.81487 0.0 -0.1 0.0
H -2.54206 -2.83602 0.36400 0.0 0.0 0.0
H -4.18932 0.31298 -2.13874 0.0 0.0 0.0
H -2.62164 1.02250 -2.55530 0.0 0.0 0.0
H -3.16062 0.98401 -0.87456 0.0 0.0 -0.1
H -4.32847 -2.26619 -2.72648 0.1 0.0 0.0
H -2.95306 -3.36492 -2.90300 0.0 0.0 0.0
H -3.08626 -1.92821 -3.93391 0.0 0.0 0.0
H 1.84718 -1.93640 -0.84690 0.0 0.0 0.0
H 3.26902 -3.59166 -1.88132 0.0 0.0 0.0
H 2.53056 -4.82181 -3.91596 0.0 0.0 0.0
H 0.32575 -4.23506 -4.91197 0.0 0.0 0.0
H -1.08658 -2.54943 -3.89494 0.0 0.0 0.0
```
Forces are in eV/Å.

Its net charge is 0. The value obtained for the molecular weight is 594.83 g mol⁻¹. The spin multiplicity is 4. The HOMO energy (alpha / beta) is -6.90 / -7.08 eV. The HOMO-LUMO gap (alpha / beta) is 5.93 / 5.94 eV.

The following is a DFT calculation (ωB97M-V with the def2-TZVPD basis set) of C29H32DyNO as an isolated structure at a distorted geometry.

XYZ file:
```
64
Properties=species:S:1:pos:R:3:forces:R:3
C -2.07371 -2.76939 1.80797 0.3 0.4 -0.9
C -2.57802 -1.59328 1.16125 -0.3 -0.8 -0.2
C -1.91307 -1.42493 -0.08173 0.0 -0.3 0.2
H -3.43785 -1.00273 1.48146 0.4 -0.2 0.0
C -0.91659 -2.41450 -0.18289 -0.4 -0.4 0.7
C -0.97642 -3.23913 0.99268 -0.5 -0.2 -0.5
H -0.29126 -2.57097 -1.06507 0.0 0.1 0.5
C -0.14552 0.94401 3.27428 -0.3 0.5 -1.1
C -1.45130 0.81558 2.65665 0.1 0.9 0.4
C -1.39718 1.41256 1.36876 0.6 0.0 0.4
H -2.36519 0.52780 3.17286 0.2 0.1 -0.1
C -0.06665 1.82131 1.12415 -0.3 -0.1 0.6
C 0.72150 1.44494 2.25856 -0.5 0.7 0.4
H -2.19869 -0.73184 -0.89484 0.4 -0.3 0.8
H -0.42764 -4.17239 1.14006 -0.2 0.3 0.0
H -2.48456 -3.27334 2.68031 0.0 0.2 -0.1
H 1.77885 1.69086 2.38138 -0.4 -0.1 0.1
H -2.23952 1.59647 0.69052 0.4 -0.3 0.4
H 0.08173 0.81299 4.32869 0.1 -0.1 0.0
Dy -0.05428 -1.45795 2.66551 -1.3 0.4 -1.4
C 0.35505 2.85807 0.08643 0.0 0.3 0.0
C 0.96548 4.05443 0.87822 0.0 0.0 -0.1
C -0.85780 3.43114 -0.67820 0.0 0.0 0.0
H 0.22861 4.49518 1.57458 0.3 -0.4 -0.3
H 1.27884 4.84468 0.17791 -0.1 -0.2 0.2
H 1.84796 3.72540 1.44780 -0.3 0.2 -0.1
H -1.56741 3.89921 0.02469 0.2 -0.3 -0.2
H -1.39131 2.67375 -1.26470 0.1 0.1 0.1
H -0.53939 4.23223 -1.36276 0.0 -0.3 0.1
C 1.49931 2.39183 -0.86776 0.0 0.2 -0.2
C 1.20822 1.40808 -1.99194 0.3 -1.3 0.7
H 2.28164 1.94967 -0.23494 -0.1 0.1 -0.3
H 1.89472 3.30164 -1.34945 0.1 -0.2 0.2
O 1.30562 0.18975 -1.85737 -0.3 0.7 0.5
N 0.85565 1.90518 -3.20917 0.5 0.4 -1.0
C 0.59116 0.92677 -4.28268 0.0 0.4 0.2
H 1.27561 2.78167 -3.51746 -0.4 -0.3 0.4
C -0.85047 0.51653 -4.24024 -1.0 -0.2 0.0
C -1.26608 -0.82300 -4.29202 -0.2 0.3 0.1
H -0.50406 -1.60698 -4.31335 -0.3 0.2 0.0
C -2.63361 -1.14277 -4.28051 -0.1 0.3 -0.1
H -2.95913 -2.19544 -4.32173 0.2 0.7 0.0
C -3.59245 -0.11209 -4.22449 0.5 -0.2 0.0
H -4.65579 -0.35147 -4.26275 0.3 0.0 0.1
C -3.17538 1.22161 -4.12407 0.1 0.0 -0.1
H -3.90886 2.03530 -4.03744 0.3 -0.5 -0.1
C -1.81090 1.53004 -4.14241 -0.4 -0.5 0.0
H -1.46792 2.55852 -4.05665 -0.2 -0.1 0.0
H 1.21032 0.03318 -4.17638 0.2 0.3 0.0
H 0.79466 1.43948 -5.23202 0.1 -0.2 0.2
C 1.79563 -1.35046 1.21148 1.0 -0.2 -0.3
C 2.35322 -2.23693 2.23089 -0.2 0.3 0.0
C 2.53264 -1.68484 3.54081 0.8 -0.7 -0.2
C 2.95175 -2.51229 4.59259 -0.1 0.5 -0.1
C 3.11239 -3.87645 4.40091 0.1 -0.3 0.0
C 2.81692 -4.43969 3.15459 0.1 0.0 -0.1
C 2.42157 -3.65021 2.08145 0.0 0.5 0.2
H 1.55854 -1.74218 0.23084 0.2 -0.1 0.1
H 2.16802 -0.32560 1.17429 -0.1 -0.3 0.2
H 2.46993 -0.59448 3.67043 0.0 -0.4 0.0
H 3.19461 -2.06971 5.55848 -0.1 -0.1 -0.2
H 3.51349 -4.50678 5.20236 -0.3 0.3 -0.3
H 2.94672 -5.51275 3.01626 -0.1 0.2 0.0
H 2.18766 -4.08529 1.10489 0.2 0.1 0.4
```
Forces are in eV/Å.

Its net charge is 0. The value obtained for the molecular weight is 573.08 g mol⁻¹. The spin multiplicity is 6. The HOMO energy (alpha / beta) is -6.91 / -6.94 eV. The HOMO-LUMO gap (alpha / beta) is 5.68 / 6.68 eV.

The following is a DFT calculation (ωB97M-V with the def2-TZVPD basis set) of C29H32F6N5O9P2S3W as an isolated structure at a distorted geometry.

XYZ file:
```
87
Properties=species:S:1:pos:R:3:forces:R:3
W 0.74697 0.52112 -0.50117 2.1 0.4 1.3
C -2.23678 -1.17442 -1.92442 0.2 0.1 -0.2
P -1.14744 -1.27209 -0.48780 -1.0 -0.4 0.5
C -2.24266 -0.66896 0.88051 0.3 0.3 0.0
N -3.32304 -1.35970 1.10254 -0.1 -0.2 -0.1
C -4.15368 -1.00011 2.10218 0.1 0.1 0.1
C -5.33323 -1.73336 2.35447 0.0 0.0 -0.1
C -6.13951 -1.35215 3.38577 0.0 0.0 0.0
C -5.80897 -0.24195 4.20872 0.0 0.0 0.0
C -4.67829 0.48822 3.98994 0.0 0.0 0.0
C -3.83181 0.12898 2.92014 0.0 -0.1 -0.1
N -2.74404 0.87062 2.61999 0.0 0.1 0.2
C -1.98378 0.50606 1.62748 0.2 -0.2 -0.1
P -0.74970 1.78180 1.15097 -0.8 0.3 0.3
C -0.12354 2.41096 2.72213 0.4 0.1 -0.2
C -1.78453 3.17175 0.39306 0.4 -0.1 -0.3
C -0.80309 4.13260 -0.28834 -0.1 0.1 0.1
C -2.76375 2.57438 -0.61967 0.0 0.0 0.1
C -2.55299 3.89148 1.50422 0.0 0.0 0.1
C -0.82647 -3.15042 -0.20146 0.5 0.0 0.0
C -2.03598 -3.83553 0.43528 -0.1 0.1 -0.1
C -0.56685 -3.78374 -1.57516 -0.1 0.1 0.0
C 0.37368 -3.32547 0.72525 -0.1 0.0 0.0
H -3.02149 -1.91490 -1.76899 0.0 0.0 0.0
H -1.68596 -1.39875 -2.83648 0.0 -0.1 0.0
H -2.68595 -0.18871 -2.00936 0.0 0.0 0.0
H -5.56943 -2.58357 1.72804 0.0 0.0 0.0
H -7.04761 -1.90446 3.58923 0.0 0.0 0.0
H -6.47548 0.02604 5.01802 0.0 0.0 0.0
H -4.41752 1.33743 4.60783 0.0 0.0 0.0
H -1.00891 2.60033 3.32731 0.0 0.0 0.0
H 0.43693 3.33351 2.57305 -0.1 0.0 0.0
H 0.49971 1.67432 3.21617 0.0 0.0 0.0
H -0.19145 3.62791 -1.03256 0.0 0.0 -0.1
H -0.14436 4.62375 0.43123 0.0 0.0 0.0
H -1.36457 4.91692 -0.79958 0.0 0.0 0.0
H -2.27582 1.95398 -1.37006 0.0 0.0 0.0
H -3.25718 3.39423 -1.14450 0.0 0.0 0.0
H -3.54250 1.99098 -0.12554 0.0 0.0 0.0
H -1.90102 4.48706 2.14290 0.0 0.0 0.0
H -3.12969 3.20563 2.12143 0.0 0.0 0.0
H -3.25862 4.57418 1.02493 0.1 0.0 0.0
H -2.96374 -3.67218 -0.10905 0.0 0.0 0.0
H -2.18148 -3.55040 1.47368 0.0 0.0 0.0
H -1.81593 -4.90589 0.40587 0.0 0.0 0.0
H -1.47695 -3.83464 -2.17287 0.0 0.0 0.0
H -0.23676 -4.80990 -1.40253 0.0 0.0 0.0
H 0.20478 -3.28563 -2.15105 0.0 0.0 0.0
H 0.15583 -2.95266 1.72713 0.0 0.0 0.0
H 1.28101 -2.85530 0.35457 0.0 0.0 0.0
H 0.58125 -4.39339 0.82073 0.0 0.0 0.0
O 1.04889 3.74390 -5.78726 0.0 0.0 0.0
C 0.93379 3.21521 -4.74002 0.0 0.0 0.0
C 1.92625 3.33070 -3.53061 0.0 0.0 0.1
O 2.91059 3.98568 -3.42823 0.1 0.0 0.0
C 1.33157 2.38477 -2.53747 -0.1 0.0 -0.2
C 0.20734 1.79529 -2.96030 -0.1 0.0 -0.1
O -0.29163 0.92790 -2.05696 -0.5 -0.2 0.0
C -0.22696 2.24142 -4.31910 -0.1 0.0 0.0
O -1.20520 1.95695 -4.92561 0.0 -0.1 0.0
O 1.69775 1.96399 -1.32912 0.0 0.3 -0.4
S 1.36858 -0.52187 2.00040 -0.8 -0.4 -0.6
C 2.81725 0.29090 1.72057 0.0 0.0 0.4
N 3.99044 -0.02479 2.30594 0.1 0.0 -0.1
C 5.12734 0.64412 2.02127 0.0 -0.1 0.1
C 5.08836 1.68358 1.13082 -0.1 0.1 -0.1
C 3.86183 1.96973 0.54248 -0.1 0.2 -0.2
N 2.75905 1.29183 0.85132 -0.7 0.0 -0.2
H 4.01287 -0.83709 2.91662 0.1 0.0 0.0
H 6.03257 0.31745 2.51558 0.0 -0.1 0.0
H 5.97587 2.24688 0.88391 0.0 0.0 0.0
H 3.75470 2.76778 -0.18445 0.0 -0.1 0.0
F 4.58997 -1.00825 -3.65836 0.0 -0.1 0.1
C 3.63119 -0.32821 -3.11866 -0.1 0.1 -0.1
F 2.83338 0.18324 -4.04578 0.1 0.0 0.0
F 4.07514 0.65652 -2.35218 0.1 -0.1 0.0
S 2.47718 -1.45033 -2.05890 -0.8 0.1 -0.1
O 1.16367 -1.31937 -2.64527 0.3 -0.4 -0.4
O 2.31607 -0.59537 -0.74038 0.6 -0.5 0.1
N 2.98129 -2.83309 -1.70494 0.3 0.6 0.3
S 4.27588 -2.74207 -0.62780 0.3 0.5 0.1
O 5.11463 -1.64870 -1.04411 0.0 -0.4 0.1
O 3.80611 -2.71882 0.72486 -0.2 -0.3 -0.1
C 5.08135 -4.39850 -0.94852 -0.3 0.1 -0.2
F 6.18280 -4.43120 -0.24337 0.1 0.0 0.1
F 5.32403 -4.49455 -2.23571 0.1 0.0 0.0
F 4.22847 -5.32159 -0.55487 0.1 -0.1 0.0
```
Forces are in eV/Å.

Its net charge is +3. The value obtained for the molecular weight is 1050.58 g mol⁻¹. The HOMO energy is -16.61 eV. The HOMO-LUMO gap is 4.60 eV.

Q: Which value of molecular weight does entry 2 give?
A: 573.08 g mol⁻¹

Q: Which value of net charge does entry 2 give?
A: 0

Q: Among the records above, which one has the highest molecular weight?
A: C29H32F6N5O9P2S3W

Q: What is the formula in the third record?
A: C29H32F6N5O9P2S3W